Entry 1:
Density functional theory data (ωB97M-V/def2-TZVPD) for 3 unconnected molecules or ions with the total composition C16H33INO11S4.

Structure (XYZ):
```
66
Properties=species:S:1:pos:R:3
C 1.00 4.17 1.19
C 0.59 2.92 1.54
N -0.45 2.18 0.87
S -1.36 1.22 1.99
C 0.05 1.42 -0.32
C -0.87 0.24 -0.80
C -2.33 0.69 -1.23
C -3.40 -0.30 -0.61
I -4.79 -1.10 -2.08
C 1.51 0.85 -0.18
C 1.73 -0.14 1.03
C 2.65 -1.39 0.74
S 4.06 -1.09 -0.38
O 3.57 -1.36 -1.74
O 5.06 -2.14 -0.10
O 4.68 0.41 -0.25
C 0.11 2.48 -1.52
O -0.82 3.28 -1.76
O 1.20 2.54 -2.22
H 1.51 4.77 1.97
H 0.83 4.54 0.15
H 1.08 2.45 2.44
H -0.46 0.93 2.99
H -0.88 -0.64 -0.09
H -0.39 -0.16 -1.73
H -2.41 0.71 -2.35
H -2.53 1.72 -0.86
H -2.94 -1.19 -0.11
H -3.95 0.26 0.19
H 1.72 0.30 -1.14
H 2.30 1.65 -0.15
H 0.77 -0.55 1.45
H 2.19 0.44 1.88
H 3.10 -1.68 1.73
H 2.04 -2.25 0.40
H 5.64 0.26 -0.11
O 6.03 -3.91 4.61
S 7.34 -3.32 4.65
O 7.54 -1.91 4.49
O 8.29 -4.10 3.62
C 7.87 -4.21 2.25
C 8.08 -2.93 1.48
C 8.16 -3.84 6.13
H 6.83 -4.54 2.20
H 8.47 -5.00 1.81
H 7.42 -2.14 1.85
H 7.88 -3.07 0.42
H 9.11 -2.57 1.60
H 8.05 -4.92 6.23
H 7.68 -3.34 6.97
H 9.21 -3.56 6.07
O -7.89 1.39 -2.08
S -8.72 0.88 -3.12
O -8.17 0.34 -4.33
O -9.83 1.98 -3.50
C -9.38 3.30 -3.85
C -8.84 3.35 -5.26
C -9.83 -0.32 -2.43
H -8.64 3.65 -3.13
H -10.25 3.95 -3.77
H -7.92 2.77 -5.35
H -8.63 4.38 -5.56
H -9.56 2.92 -5.97
H -10.28 0.10 -1.54
H -9.24 -1.20 -2.18
H -10.58 -0.57 -3.17
```

Results
Total charge: -1
Largest force on an atom: 5.41 eV Å⁻¹
HOMO energy: -4.22 eV
HOMO-LUMO gap: 5.9 eV
Electronic energy: -92578.7466 eV

Entry 2:
Density functional theory data (ωB97M-V/def2-TZVPD) for 2 unconnected molecules or ions with the total composition C16H33N3O3S.

Structure (XYZ):
```
56
Properties=species:S:1:pos:R:3
C -2.51 -5.08 1.04
N -3.03 -4.12 2.01
C -3.49 -2.88 1.81
O -3.75 -2.21 2.80
C -3.68 -2.31 0.38
C -4.41 -0.94 0.31
C -3.84 -0.05 -0.80
S -2.11 0.46 -0.59
C -2.15 1.18 1.07
N -4.24 -3.23 -0.63
C -5.35 -3.97 -0.58
C -6.26 -3.94 0.63
O -5.63 -4.69 -1.52
H -1.91 -5.84 1.54
H -3.34 -5.58 0.53
H -1.89 -4.58 0.29
H -2.97 -4.38 2.99
H -2.65 -2.13 0.06
H -4.32 -0.41 1.25
H -5.47 -1.09 0.13
H -3.94 -0.56 -1.76
H -4.45 0.86 -0.85
H -2.28 0.39 1.82
H -2.98 1.89 1.14
H -1.22 1.70 1.27
H -3.72 -3.33 -1.49
H -7.18 -4.48 0.39
H -6.52 -2.92 0.89
H -5.77 -4.43 1.47
C 1.29 0.19 1.85
C 1.81 0.64 0.48
C 3.14 1.40 0.64
C 3.63 1.95 -0.71
C 4.87 2.82 -0.48
C 5.45 3.41 -1.77
C 4.49 4.37 -2.48
N 6.65 4.16 -1.39
C 7.78 4.27 -2.18
O 7.86 3.73 -3.27
H 1.10 1.06 2.49
H 2.03 -0.45 2.34
H 0.36 -0.37 1.73
H 1.07 1.29 0.01
H 1.96 -0.23 -0.16
H 2.99 2.23 1.34
H 3.89 0.73 1.06
H 2.83 2.54 -1.17
H 3.87 1.12 -1.38
H 4.61 3.64 0.20
H 5.64 2.22 0.01
H 5.71 2.59 -2.45
H 4.16 5.16 -1.80
H 3.62 3.83 -2.86
H 4.99 4.84 -3.34
H 6.64 4.66 -0.51
H 8.62 4.86 -1.81
```

Results
SMILES: CNC(=O)[C@H](CCSC)NC(C)=O.CCCCC[C@@H](C)NC=O
Largest force on an atom: 2.18 eV Å⁻¹
HOMO energy: -8.90 eV
HOMO-LUMO gap: 9.4 eV
Electronic energy: -38576.7413 eV

Entry 3:
Density functional theory data (ωB97M-V/def2-TZVPD) for 3 unconnected molecules or ions with the total composition C16H33N3O5.

Structure (XYZ):
```
57
Properties=species:S:1:pos:R:3
C 0.06 -3.26 -3.26
C -0.01 -1.84 -4.08
C -1.53 -1.14 -4.05
N -2.03 -0.94 -2.63
C -3.41 -1.50 -2.41
C -4.06 -2.79 -2.80
C -3.37 -4.00 -3.65
C -5.59 -2.73 -2.18
O -6.60 -3.59 -2.29
O -5.69 -1.47 -1.40
C -4.49 -0.64 -1.52
O -4.17 0.56 -1.03
H -0.05 -4.18 -4.01
H 1.09 -3.32 -2.66
H -0.78 -3.28 -2.43
H 0.41 -1.92 -5.20
H 0.70 -1.08 -3.50
H -1.38 -0.05 -4.50
H -2.29 -1.68 -4.77
H -1.34 -1.24 -1.91
H -4.19 -4.86 -3.73
H -2.44 -4.51 -3.12
H -3.14 -3.70 -4.78
C 2.18 -1.21 0.31
O 0.83 -1.65 0.26
C 0.33 -2.17 1.49
C -0.17 -1.09 2.48
C 0.96 -0.36 3.20
N -1.03 -0.10 1.81
H 2.79 -1.83 0.97
H 2.22 -0.16 0.61
H 2.60 -1.27 -0.70
H -0.53 -2.80 1.22
H 1.06 -2.84 1.96
H -0.77 -1.60 3.24
H 1.47 0.36 2.56
H 0.56 0.20 4.06
H 1.70 -1.07 3.59
H -1.83 -0.58 1.40
H -0.52 0.24 0.99
C 4.13 2.94 2.70
O 2.86 2.88 3.35
C 2.31 4.16 3.68
C 1.57 4.85 2.52
C 2.50 5.48 1.49
N 0.66 3.92 1.83
H 4.74 3.76 3.07
H 3.99 3.01 1.62
H 4.65 2.00 2.91
H 1.58 3.97 4.48
H 3.08 4.81 4.12
H 0.97 5.67 2.95
H 2.98 4.74 0.84
H 1.95 6.16 0.83
H 3.29 6.06 1.98
H -0.02 3.58 2.51
H 1.20 3.09 1.59
```

Results
SMILES: CCCNC1=C(C)C(=O)OC1=O.COC[C@@H](C)N.COC[C@@H](C)N
Energy relative to the best compared isomer or geometry (same formula, charge and spin): 140.3 kcal per mole
Largest force on an atom: 9.28 eV Å⁻¹
HOMO energy: -9.21 eV
HOMO-LUMO gap: 7.8 eV
Electronic energy: -31827.8501 eV

Entry 4:
Density functional theory data (ωB97M-V/def2-TZVPD) for a gas-phase ion, C16H33N4O3 (charge +1).

Structure (XYZ):
```
56
Properties=species:S:1:pos:R:3
C 1.14 4.43 2.21
C -0.13 3.99 2.10
C -0.57 3.00 1.06
N 0.58 2.71 0.15
C 0.10 1.89 -0.85
N 0.64 1.96 -2.05
O 0.16 1.15 -3.05
C 1.26 0.57 -3.79
C 1.86 -0.65 -3.11
C 0.83 -1.76 -2.90
N -0.91 1.05 -0.61
C -1.20 0.71 0.81
C -0.33 -0.52 1.20
C 1.14 -0.21 1.51
C 1.75 -1.42 2.24
O 2.99 -1.09 2.82
C 4.00 -0.89 1.86
N -2.58 0.37 1.05
C -3.37 -0.12 -0.09
C -3.01 -1.52 -0.58
C -3.01 -2.57 0.54
C -1.82 -3.56 0.49
O -0.86 1.76 1.69
H 1.94 3.70 2.18
H 1.40 5.48 2.29
H -0.87 4.35 2.82
H -1.42 3.40 0.50
H 0.86 3.58 -0.30
H 1.39 2.61 -2.24
H 2.04 1.31 -3.99
H 0.84 0.27 -4.74
H 2.61 -1.04 -3.80
H 2.36 -0.41 -2.17
H 1.32 -2.67 -2.57
H 0.13 -1.49 -2.11
H 0.30 -1.99 -3.82
H -0.84 0.22 -1.20
H -0.32 -1.16 0.31
H -0.82 -1.09 1.97
H 1.67 -0.04 0.57
H 1.27 0.64 2.18
H 1.09 -1.61 3.09
H 1.81 -2.29 1.59
H 3.91 -1.64 1.06
H 4.97 -0.97 2.35
H 3.96 0.10 1.39
H -3.04 1.15 1.50
H -3.42 0.60 -0.92
H -4.39 -0.19 0.27
H -3.82 -1.80 -1.26
H -2.10 -1.55 -1.17
H -3.92 -3.17 0.52
H -3.00 -2.09 1.52
H -1.12 -3.44 1.32
H -2.18 -4.58 0.55
H -1.28 -3.46 -0.45
```

Results
Total charge: +1
SMILES: C=C[C@H]1NC(NOCCC)=[NH+][C@](CCCOC)(NCCCC)O1
Largest force on an atom: 2.75 eV Å⁻¹
HOMO energy: -12.11 eV
HOMO-LUMO gap: 9.4 eV
Electronic energy: -29219.9411 eV

Entry 5:
Density functional theory data (ωB97M-V/def2-TZVPD) for a molecular structure, C16H33N9O2Pd.

Structure (XYZ):
```
61
Properties=species:S:1:pos:R:3
Pd -0.24 -0.10 0.09
C -2.34 -2.45 4.53
N -2.50 -1.93 3.17
C -3.82 -1.98 2.55
C -1.49 -1.36 2.50
N -1.63 -0.76 1.36
N -0.25 -1.42 3.12
C 1.00 -1.19 2.59
N 2.02 -1.69 3.31
N 1.17 -0.51 1.49
H -3.33 -2.68 4.93
H -1.91 -1.70 5.20
H -1.76 -3.37 4.55
H -4.44 -2.67 3.11
H -3.75 -2.36 1.53
H -4.30 -1.00 2.55
H -2.57 -0.80 0.98
H -0.25 -1.88 4.02
H 1.87 -2.31 4.09
H 2.97 -1.53 3.02
H 2.13 -0.56 1.15
O 3.33 0.77 -1.59
C 2.30 1.09 -1.06
O 1.15 0.53 -1.22
C 2.43 2.35 -0.17
N 1.22 2.61 0.70
C 0.66 3.97 0.34
C 1.86 4.70 -0.23
C 2.58 3.61 -1.02
H 3.28 2.22 0.49
H 1.47 2.56 1.68
H 0.55 1.84 0.52
H 0.21 4.42 1.22
H -0.11 3.80 -0.42
H 2.49 5.09 0.57
H 1.55 5.54 -0.85
H 3.63 3.83 -1.20
H 2.10 3.46 -2.00
C -4.26 3.18 -1.86
C -3.18 3.34 -0.80
N -2.44 2.09 -0.67
C -2.31 1.16 -1.65
N -1.61 0.07 -1.37
C -1.35 -0.91 -2.43
C -2.50 -0.96 -3.42
C -2.75 0.43 -3.95
N -2.91 1.37 -2.83
C -3.62 2.62 -3.11
H -4.73 4.13 -2.07
H -5.03 2.49 -1.50
H -3.62 3.58 0.17
H -2.51 4.16 -1.08
H -2.03 1.85 0.21
H -1.20 -1.88 -1.97
H -0.42 -0.65 -2.94
H -3.40 -1.34 -2.92
H -2.26 -1.64 -4.24
H -3.67 0.47 -4.53
H -1.93 0.76 -4.59
H -4.38 2.40 -3.86
H -2.93 3.35 -3.55
```

Results
Total charge: +2
Energy relative to the best compared isomer or geometry (same formula, charge and spin): 29.4 kcal per mole
Largest force on an atom: 0.39 eV Å⁻¹
HOMO energy: -14.13 eV
HOMO-LUMO gap: 8.9 eV
Electronic energy: -38102.6768 eV

Entry 6:
Density functional theory data (ωB97M-V/def2-TZVPD) for 4 unconnected molecules or ions with the total composition C16H33O4.

Structure (XYZ):
```
53
Properties=species:S:1:pos:R:3
C -1.45 2.81 4.50
C -0.32 2.81 3.46
C 0.70 1.67 3.65
C 0.06 0.32 3.92
O 0.89 -0.78 3.47
H -2.30 3.37 4.10
H -1.11 3.37 5.39
H -0.76 2.66 2.47
H 0.27 3.74 3.42
H 1.31 1.57 2.74
H 1.40 1.92 4.46
H -0.89 0.26 3.39
H -0.16 0.20 4.97
H 1.80 -0.48 3.51
C -2.94 0.65 -1.27
C -3.26 -0.33 -0.14
C -2.63 0.37 1.06
O -2.74 1.77 0.79
C -3.11 1.99 -0.56
H -3.59 0.55 -2.15
H -1.91 0.52 -1.61
H -4.34 -0.42 -0.01
H -2.85 -1.33 -0.30
H -1.57 0.11 1.17
H -3.13 0.17 2.00
H -4.15 2.33 -0.61
H -2.47 2.77 -0.97
C -1.77 -1.70 -6.22
C -2.12 -2.63 -5.06
C -1.49 -1.90 -3.89
O -1.56 -0.51 -4.20
C -1.92 -0.33 -5.57
H -2.42 -1.82 -7.09
H -0.74 -1.86 -6.54
H -3.21 -2.68 -4.94
H -1.74 -3.64 -5.18
H -0.44 -2.19 -3.76
H -2.01 -2.06 -2.94
H -2.95 0.02 -5.63
H -1.27 0.43 -6.01
C 5.00 -0.83 0.18
C 4.54 -1.93 1.14
C 5.04 -1.39 2.48
O 4.99 0.03 2.38
C 4.76 0.42 1.02
H 4.44 -0.81 -0.75
H 6.06 -0.94 -0.05
H 3.45 -1.99 1.15
H 4.95 -2.91 0.91
H 6.07 -1.70 2.68
H 4.41 -1.70 3.32
H 3.73 0.78 0.93
H 5.44 1.24 0.78
```

Results
Total charge: -1
Energy relative to the best compared isomer or geometry (same formula, charge and spin): 0.0 kcal per mole
Largest force on an atom: 0.35 eV Å⁻¹
HOMO energy: -0.68 eV
HOMO-LUMO gap: 3.0 eV
Electronic energy: -25313.5216 eV

Entry 7:
Density functional theory data (ωB97M-V/def2-TZVPD) for 9 unconnected molecules or ions with the total composition C16H34BrCl16NO2P.

Structure (XYZ):
```
71
Properties=species:S:1:pos:R:3
O 2.86 0.98 0.56
N 1.56 0.79 1.27
P 0.52 0.30 0.15
O -0.91 0.63 0.88
Br 0.45 -2.07 0.25
H 2.66 1.30 -0.35
H -1.37 1.24 0.25
Cl -5.42 3.83 -1.82
C -4.60 2.35 -2.41
C -3.70 1.74 -1.37
Cl -2.28 2.76 -1.01
H -4.04 2.62 -3.31
H -5.38 1.64 -2.68
H -3.33 0.79 -1.72
H -4.23 1.59 -0.43
Cl -0.43 3.44 4.69
C 0.68 2.08 4.34
C 2.09 2.40 4.77
Cl 2.83 3.66 3.74
H 0.63 1.85 3.28
H 0.32 1.22 4.91
H 2.71 1.51 4.67
H 2.13 2.75 5.80
Cl 3.62 -1.63 -1.16
C 3.83 -3.32 -1.64
C 4.28 -4.18 -0.49
Cl 5.97 -3.84 -0.01
H 4.52 -3.38 -2.48
H 2.84 -3.64 -1.97
H 4.24 -5.23 -0.79
H 3.65 -4.03 0.38
Cl 4.40 -2.12 -6.05
C 5.50 -0.81 -5.53
C 5.12 -0.24 -4.19
Cl 3.59 0.66 -4.24
H 5.49 -0.04 -6.30
H 6.50 -1.24 -5.47
H 5.89 0.45 -3.85
H 5.01 -1.03 -3.44
Cl -7.64 0.78 0.85
C -7.33 1.69 2.36
C -6.15 2.61 2.23
Cl -4.62 1.72 2.08
H -7.18 0.96 3.15
H -8.23 2.26 2.57
H -6.07 3.23 3.13
H -6.25 3.26 1.37
Cl 4.30 3.28 -1.71
C 4.53 3.81 -0.02
C 5.97 4.11 0.29
Cl 6.99 2.64 0.29
H 4.12 3.03 0.62
H 3.93 4.71 0.12
H 6.04 4.54 1.28
H 6.39 4.80 -0.43
Cl -4.33 -1.61 2.13
C -4.71 -2.75 3.43
C -6.00 -2.42 4.12
Cl -5.89 -0.92 5.08
H -3.88 -2.75 4.13
H -4.79 -3.74 2.98
H -6.26 -3.22 4.82
H -6.81 -2.30 3.41
Cl 1.42 -4.81 -3.64
C 0.09 -3.86 -2.92
C -1.26 -4.45 -3.23
Cl -1.69 -4.32 -4.96
H 0.18 -2.84 -3.30
H 0.24 -3.83 -1.85
H -2.02 -3.90 -2.67
H -1.30 -5.50 -2.95
```

Results
Total charge: -1
Energy relative to the best compared isomer or geometry (same formula, charge and spin): 0.0 kcal per mole
Largest force on an atom: 1.36 eV Å⁻¹
HOMO energy: -4.01 eV
HOMO-LUMO gap: 6.0 eV
Electronic energy: -302422.1459 eV

Entry 8:
Density functional theory data (ωB97M-V/def2-TZVPD) for a molecular structure, C16H34CaOP2.

Structure (XYZ):
```
54
Properties=species:S:1:pos:R:3
P 0.28 -2.18 1.30
P 0.10 2.15 1.48
C -0.37 -0.63 0.59
C 0.56 0.64 0.49
H -1.41 -0.37 0.97
H -0.63 -0.88 -0.45
H 1.60 0.38 0.75
H 0.58 0.95 -0.57
C -1.52 2.64 0.75
H -2.01 3.38 1.41
H -2.23 1.82 0.55
H -1.32 3.15 -0.20
C 1.12 3.52 0.85
H 0.75 3.88 -0.12
H 2.17 3.22 0.76
H 1.04 4.34 1.58
C -0.72 -3.58 0.81
H -0.67 -4.33 1.62
H -0.32 -4.04 -0.09
H -1.77 -3.30 0.61
C 1.96 -2.60 0.90
H 2.63 -1.72 0.87
H 2.01 -3.09 -0.08
H 2.33 -3.32 1.65
Ca -1.37 0.40 3.05
C 0.47 1.75 -2.66
C -0.86 1.77 -2.52
C -1.80 1.00 -3.40
C -1.41 -0.48 -3.70
C -0.70 -1.20 -2.59
C 0.64 -1.19 -2.44
C 1.57 -0.48 -3.38
C 1.19 0.98 -3.74
C 0.12 -2.04 3.09
H 1.13 2.41 -2.06
H -1.35 2.53 -1.91
H -1.92 1.52 -4.36
H -2.80 1.00 -2.93
H -2.35 -1.02 -3.90
H -0.81 -0.51 -4.62
H -1.35 -1.87 -2.00
H 1.14 -1.86 -1.72
H 1.63 -1.06 -4.33
H 2.58 -0.49 -2.96
H 2.14 1.50 -3.96
H 0.60 0.98 -4.66
H 0.73 -1.25 3.57
H 0.46 -3.01 3.49
H -0.94 -1.95 3.41
C -0.16 0.51 6.20
O -0.44 0.43 4.82
H -0.72 1.34 6.64
H 0.91 0.65 6.43
H -0.51 -0.40 6.70
```

Results
Energy relative to the best compared isomer or geometry (same formula, charge and spin): 95.0 kcal per mole
Largest force on an atom: 1.70 eV Å⁻¹
HOMO energy (spin up / spin down): -2.76 / -2.75 eV
HOMO-LUMO gap (spin up / spin down): 2.9 / 2.9 eV
Electronic energy: -56200.6552 eV